Density functional theory data (ωB97M-V/def2-TZVPD) for a cluster of 2 separate species, C3H6N2O2S in total.

Kohn-Sham gap (eV): 9.671
LUMO (eV): 0.4
SMILES string: O/C=C(\O)S.N=C=N
F_max (eV/Å): 4.962
Relative energy (zero: lowest compared OMol25 entry of this formula, charge and spin) (eV): 3.4956

Bonds (Å) are listed after each position.
Geometry (Å):
1 C 1.58297 -1.19148 -0.36026  N4 1.203, N5 1.207
2 C -0.95987 0.64284 0.48517  C3 1.332, O6 1.396, S8 1.810
3 C -1.07380 -0.06387 -0.63834  C2 1.332, O7 1.391, H9 1.025
4 N 1.52954 -1.67170 0.74163  C1 1.203, H11 0.992
5 N 1.99761 -0.63911 -1.35034  C1 1.207, H13 1.026
6 O -0.72749 2.01828 0.55133  C2 1.396, H12 0.938
7 O -0.82880 0.55254 -1.86109  C3 1.391, H14 0.973
8 S -1.01044 -0.13156 2.12073  C2 1.810, H10 1.472
9 H -1.33122 -1.04983 -0.52707  C3 1.025
10 H 0.44309 -0.35405 2.18648  S8 1.472
11 H 0.79328 -2.27379 1.02311  N4 0.992
12 H -1.46498 2.35517 1.02355  O6 0.938
13 H 1.65635 0.30685 -1.55282  N5 1.026
14 H -0.60626 1.49972 -1.84206  O7 0.973